ORCA calculation (ωB97M-V/def2-TZVPD) on an isolated ion of composition C4H5N4O4 and charge +1 at a distorted geometry.

Output
Multiplicity: 1
Net charge: +1
Energy relative to the best compared isomer or geometry (same formula, charge and spin), kcal per mole: 21.6

Each line ends with the natural charge from an NBO analysis.
Element x y z (Å)
C: -0.487 -1.369 -0.150  0.223
C: -0.894 0.487 0.885  0.634
C: 0.633 -0.415 -0.588  0.115
C: -1.692 1.299 1.742  -0.723
N: -1.237 -0.815 0.694  -0.420
N: 0.194 0.741 0.169  -0.504
N: 2.077 -0.943 -0.376  0.552
N: 0.609 -0.183 -2.162  0.576
O: 2.286 -1.992 -0.876  -0.241
O: 2.795 -0.164 0.178  -0.311
O: 1.095 -1.022 -2.768  -0.255
O: 0.203 0.830 -2.555  -0.293
H: -0.542 -2.431 -0.450  0.275
H: -1.219 1.444 2.664  0.297
H: -2.641 0.757 1.893  0.294
H: -2.028 2.192 1.303  0.290
H: 0.847 1.584 0.396  0.492


ORCA calculation (ωB97M-V/def2-TZVPD) on a 9-piece molecular cluster, C32H43FN8O2SSi overall at a distorted geometry.

Output
Multiplicity: 1

Each line ends with the Löwdin charge.
Element x y z (Å)
O: 0.430 -0.483 -8.015  -0.307
S: -0.479 -0.634 -6.927  0.422
O: -1.858 -0.888 -7.199  -0.320
F: -0.420 0.670 -6.043  -0.207
Si: 0.318 -2.144 -5.533  0.659
H: 0.280 -1.541 -4.186  -0.068
H: -0.455 -3.392 -5.555  -0.069
H: 1.732 -2.354 -5.869  -0.061
N: 3.074 -0.344 -3.619  0.004
C: 3.757 -1.456 -3.203  -0.149
C: 4.927 -1.038 -2.628  -0.099
C: 4.950 0.382 -2.700  -0.100
C: 3.795 0.779 -3.316  -0.153
H: 2.181 -0.349 -4.073  0.081
H: 3.356 -2.445 -3.349  0.098
H: 5.684 -1.675 -2.203  0.094
H: 5.729 1.034 -2.342  0.080
H: 3.424 1.759 -3.564  0.108
N: -3.224 -3.715 -3.644  0.002
C: -4.069 -4.420 -2.828  -0.155
C: -5.350 -4.182 -3.250  -0.119
C: -5.273 -3.302 -4.366  -0.100
C: -3.949 -3.034 -4.585  -0.131
H: -2.226 -3.702 -3.561  0.122
H: -3.689 -5.026 -2.024  0.107
H: -6.243 -4.593 -2.810  0.097
H: -6.095 -2.913 -4.942  0.094
H: -3.466 -2.419 -5.327  0.096
N: 1.830 2.990 0.397  0.006
C: 1.667 4.311 0.712  -0.139
C: 2.251 5.052 -0.280  -0.112
C: 2.787 4.140 -1.230  -0.116
C: 2.511 2.874 -0.784  -0.145
H: 1.504 2.222 0.954  0.132
H: 1.153 4.609 1.609  0.108
H: 2.290 6.128 -0.321  0.089
H: 3.315 4.387 -2.137  0.085
H: 2.740 1.910 -1.201  0.080
N: -5.472 -2.711 -0.130  0.014
C: -6.649 -2.159 0.288  -0.152
C: -6.867 -2.551 1.583  -0.111
C: -5.773 -3.374 1.962  -0.109
C: -4.930 -3.450 0.883  -0.144
H: -5.069 -2.601 -1.045  0.121
H: -7.226 -1.531 -0.370  0.099
H: -7.713 -2.276 2.191  0.091
H: -5.622 -3.853 2.914  0.089
H: -3.995 -3.968 0.753  0.101
N: -10.131 -1.939 -0.364  0.005
C: -11.241 -2.060 0.425  -0.142
C: -12.195 -1.205 -0.060  -0.114
C: -11.637 -0.544 -1.187  -0.115
C: -10.363 -1.019 -1.349  -0.147
H: -9.274 -2.450 -0.238  0.110
H: -11.257 -2.740 1.259  0.105
H: -13.183 -1.069 0.347  0.088
H: -12.116 0.195 -1.807  0.088
H: -9.607 -0.782 -2.078  0.102
N: 8.243 2.585 -1.250  0.000
C: 9.133 2.030 -0.372  -0.144
C: 10.019 1.277 -1.094  -0.114
C: 9.649 1.382 -2.463  -0.112
C: 8.551 2.197 -2.526  -0.156
H: 7.480 3.185 -0.997  0.142
H: 9.061 2.219 0.685  0.104
H: 10.842 0.714 -0.688  0.088
H: 10.133 0.913 -3.302  0.089
H: 7.964 2.531 -3.364  0.105
N: 1.195 -0.053 3.402  -0.004
C: 2.280 0.649 3.853  -0.149
C: 1.920 1.270 5.018  -0.113
C: 0.565 0.929 5.281  -0.107
C: 0.146 0.112 4.267  -0.139
H: 1.172 -0.607 2.567  0.140
H: 3.209 0.645 3.309  0.105
H: 2.555 1.903 5.616  0.076
H: -0.032 1.248 6.119  0.092
H: -0.802 -0.365 4.088  0.107
N: 4.790 2.388 7.831  -0.001
C: 5.873 3.090 8.284  -0.144
C: 5.513 3.710 9.449  -0.114
C: 4.158 3.367 9.710  -0.113
C: 3.741 2.550 8.694  -0.148
H: 4.767 1.838 6.993  0.133
H: 6.803 3.087 7.741  0.104
H: 6.149 4.338 10.050  0.089
H: 3.560 3.684 10.548  0.089
H: 2.794 2.072 8.513  0.102


ORCA calculation (ωB97M-V/def2-TZVPD) on one molecule with the formula CH2BrN3 at a distorted geometry.

Output
Multiplicity: 1
Energy relative to the best compared isomer or geometry (same formula, charge and spin), kcal per mole: 96.9

Each line ends with the natural charge from an NBO analysis.
Element x y z (Å)
C: -0.024 1.036 0.119  0.355
N: 0.218 2.121 -0.177  -0.226
N: -0.200 -0.308 0.369  -0.321
N: -1.031 -0.970 -0.362  -0.305
Br: 2.136 -0.565 -0.008  -0.311
H: 0.092 -0.839 1.235  0.486
H: -1.192 -0.475 -1.177  0.322


ORCA calculation (ωB97M-V/def2-TZVPD) on C4H2N3P as an isolated structure at a distorted geometry.

Output
Multiplicity: 1
Energy relative to the best compared isomer or geometry (same formula, charge and spin), kcal per mole: 0.0

Each line ends with the natural charge from an NBO analysis.
Element x y z (Å)
C: 0.177 1.145 0.089  0.045
C: 0.050 -1.096 0.070  0.067
C: 1.457 0.719 -0.045  -0.006
C: 1.478 -0.705 0.087  0.171
N: -0.663 -0.051 0.001  -0.368
N: 2.825 1.235 -0.081  -0.845
N: 2.569 -1.332 -0.074  -0.655
P: 3.760 -0.029 0.037  1.151
H: -0.462 1.961 0.173  0.228
H: -0.434 -2.011 -0.108  0.212


Number 1: total energy -18364.0398 eV. Number 2: total energy -71324.2872 eV. Number 3: total energy -75577.9604 eV. Number 4: total energy -17936.5210 eV.